Below is C65H51N5O4ReS2 as an isolated structure, with properties calculated with wB97M-V/def2-TZVPD.

Geometry as XYZ:
```
128
Properties=species:S:1:pos:R:3:forces:R:3
Re -0.032925 0.076152 -0.099878 -0.102 0.133 -0.301
O 0.790599 1.777942 -0.042962 0.249 -0.209 0.709
C 0.644312 3.147558 0.268668 0.004 0.091 -0.318
C -0.754150 3.531996 -0.176520 -0.209 -0.032 -0.037
C -1.891950 2.687816 0.350185 -0.058 0.117 0.033
C -3.056518 3.377627 0.671599 0.015 -0.024 0.118
C -4.166110 2.704929 1.140246 0.032 -0.030 0.002
C -4.079684 1.333714 1.280336 -0.021 0.083 0.051
C -2.916026 0.675459 0.927001 0.043 -0.025 0.019
C -2.911378 -0.824234 0.993715 0.063 0.028 -0.008
C -2.748648 -1.404229 -0.419465 0.027 0.029 0.035
O -1.597251 -0.794140 -0.984101 -0.078 -0.110 -0.054
C -3.982015 -0.994940 -1.238724 -0.089 0.021 0.004
C -4.068129 0.265849 -1.824088 -0.023 -0.017 -0.052
C -5.211303 0.661791 -2.506347 0.011 -0.008 0.029
C -6.300971 -0.191663 -2.596558 0.029 -0.009 0.003
C -6.238999 -1.438297 -1.991046 0.008 0.020 0.004
C -5.091471 -1.834474 -1.317848 -0.007 -0.017 -0.005
C -2.618634 -2.927591 -0.423968 0.050 -0.015 0.024
C -2.643036 -3.709436 0.722677 0.015 0.007 -0.063
C -2.547616 -5.098330 0.636505 -0.007 0.006 -0.024
C -2.433864 -5.715343 -0.597721 -0.024 0.025 0.020
C -2.405712 -4.938790 -1.752705 -0.011 0.023 0.010
C -2.498229 -3.560771 -1.663143 0.059 -0.029 -0.024
N -1.829481 1.342600 0.452470 0.102 -0.098 -0.103
C 0.941429 3.434693 1.739512 0.035 -0.021 0.017
C 0.487568 4.601445 2.349783 -0.045 -0.027 0.007
C 0.853912 4.908218 3.653696 0.016 -0.006 0.008
C 1.682640 4.056054 4.367328 -0.003 0.010 -0.028
C 2.150362 2.896650 3.763964 -0.014 0.014 -0.017
C 1.789461 2.595299 2.457952 0.021 0.040 0.006
C 1.706856 3.879645 -0.567691 -0.007 -0.030 0.037
C 3.006150 3.373668 -0.571863 -0.030 0.016 -0.013
C 4.002494 3.991334 -1.307097 -0.007 0.014 -0.010
C 3.719907 5.136900 -2.043310 0.008 -0.012 0.006
C 2.436426 5.654350 -2.031522 -0.014 -0.008 0.013
C 1.433800 5.029486 -1.295631 -0.006 0.007 -0.021
H -0.778687 3.511806 -1.270676 0.026 -0.125 0.007
H -0.976962 4.556730 0.111455 0.016 0.007 -0.087
H -3.070392 4.452392 0.554104 -0.012 -0.005 0.002
H -5.076995 3.234985 1.385294 0.013 -0.004 0.009
H -4.919113 0.752156 1.634639 -0.003 0.018 -0.005
H -3.841158 -1.159632 1.450344 -0.025 -0.004 -0.046
H -2.094418 -1.184804 1.612652 -0.046 -0.013 0.041
H -3.247662 0.963531 -1.726769 0.056 -0.003 -0.052
H -5.253482 1.645265 -2.958146 0.002 -0.014 -0.001
H -7.191691 0.113029 -3.129734 0.007 -0.001 0.006
H -7.084335 -2.111958 -2.046548 0.011 0.011 0.002
H -5.064574 -2.815868 -0.859787 0.000 0.029 -0.016
H -2.752225 -3.258575 1.701400 -0.010 0.008 0.016
H -2.581840 -5.693630 1.540986 -0.009 0.008 -0.012
H -2.379899 -6.794417 -0.666750 0.009 0.014 0.003
H -2.317521 -5.412742 -2.722800 -0.008 0.007 0.017
H -2.493771 -2.958552 -2.565722 -0.007 -0.009 0.019
H -0.137011 5.301667 1.807861 0.023 -0.009 0.022
H 0.492270 5.820731 4.110068 0.009 -0.006 -0.007
H 1.967025 4.296759 5.383297 -0.009 -0.009 -0.005
H 2.806789 2.229709 4.309504 0.000 0.004 -0.003
H 2.167841 1.695770 1.988252 0.007 -0.010 -0.012
H 3.238149 2.491557 0.013183 -0.003 0.009 -0.003
H 5.009026 3.590611 -1.297527 -0.010 0.004 0.004
H 4.499424 5.626464 -2.611965 -0.009 -0.010 0.004
H 2.207300 6.550500 -2.593212 0.001 -0.006 0.008
H 0.441062 5.462430 -1.305561 0.040 -0.006 0.000
S -0.439770 1.405129 6.943495 0.066 -0.026 -0.024
C -1.115384 2.944210 7.222166 -0.012 0.001 0.011
C -1.590411 3.505803 6.076493 -0.012 0.016 -0.027
C -1.396845 2.671753 4.948359 -0.095 0.047 -0.057
C -0.781881 1.489046 5.256966 0.018 -0.047 0.067
C -0.414186 0.405309 4.347082 0.012 -0.028 0.066
C -0.422014 0.653792 2.961126 0.057 0.104 0.027
N -0.102470 -0.246937 2.050540 0.015 0.063 -0.116
C 0.207442 -1.502886 2.477521 -0.027 0.045 0.059
C 0.266271 -1.849046 3.824291 0.000 -0.025 0.051
C 0.601923 -3.207925 4.162468 -0.010 0.033 0.051
C 0.824085 -4.136170 3.206176 0.023 -0.039 -0.017
C 0.726456 -3.800574 1.811444 0.011 -0.076 0.023
C 0.903030 -4.708038 0.758942 0.028 -0.032 0.049
C 0.759382 -4.299407 -0.554677 0.000 -0.027 -0.045
C 0.425979 -2.950727 -0.776620 -0.060 -0.022 -0.052
N 0.270020 -2.082681 0.200399 0.011 0.189 -0.142
C 0.416949 -2.484190 1.476293 -0.022 -0.030 -0.005
C 0.909873 -5.215884 -1.685085 0.029 0.041 -0.015
C 1.015768 -6.578920 -1.654097 -0.001 -0.059 0.024
C 1.114042 -7.159306 -2.943713 -0.011 -0.035 0.041
C 1.080998 -6.228258 -3.935021 0.003 0.015 -0.014
S 0.933178 -4.647101 -3.313443 0.010 0.050 0.016
C -0.041169 -0.855758 4.768170 -0.028 -0.031 -0.002
H -1.132426 3.352915 8.220309 0.001 -0.013 -0.021
H -2.063666 4.476338 6.041016 0.011 -0.023 -0.003
H -1.709249 2.951896 3.950034 0.011 -0.025 0.031
H -0.672859 1.637509 2.600483 -0.005 -0.020 0.000
H 0.662997 -3.474939 5.209930 -0.001 -0.001 -0.010
H 1.068787 -5.155129 3.479421 -0.005 0.016 -0.010
H 1.150862 -5.737514 0.986659 0.002 0.016 0.000
H 0.252546 -2.570206 -1.775818 0.007 -0.009 -0.002
H 1.008168 -7.163314 -0.744072 -0.006 0.016 -0.022
H 1.204008 -8.219932 -3.125657 -0.002 0.014 0.008
H 1.141657 -6.387681 -4.999906 0.003 0.007 0.019
H -0.012963 -1.102400 5.823376 -0.010 0.010 -0.006
O 2.808115 1.514048 -6.333509 -0.025 -0.010 0.012
C 1.412617 1.332571 -6.263030 0.039 -0.010 -0.007
C 1.038468 0.999406 -4.848772 0.064 -0.005 0.054
C -0.290948 0.899683 -4.463894 -0.033 0.000 -0.010
C -0.594847 0.583634 -3.157498 -0.065 0.051 0.025
N 0.342852 0.382656 -2.226458 -0.035 -0.171 0.044
C 1.634561 0.446811 -2.593130 0.087 -0.028 -0.035
C 2.009897 0.753804 -3.887986 0.022 0.068 -0.024
C 2.623093 0.096091 -1.549203 -0.014 0.003 -0.037
C 3.991567 0.166393 -1.743641 0.001 -0.022 -0.086
C 4.861692 -0.213416 -0.732066 -0.024 0.004 0.008
C 6.353826 -0.179142 -0.967914 0.009 -0.027 -0.030
O 6.748703 -1.244183 -1.810563 -0.038 0.039 -0.021
C 4.311823 -0.659259 0.463502 0.027 0.017 0.024
C 2.940140 -0.697850 0.598971 -0.019 0.020 0.038
N 2.111551 -0.331865 -0.382956 -0.192 0.077 0.151
H 3.064391 1.694084 -7.242848 -0.001 0.002 -0.014
H 1.079731 0.511255 -6.907933 -0.013 -0.005 -0.014
H 0.867537 2.232032 -6.567331 0.003 0.028 0.001
H -1.096432 1.064506 -5.168295 0.013 -0.007 0.003
H -1.612884 0.466366 -2.824624 -0.042 -0.004 0.041
H 3.047689 0.801739 -4.174666 0.011 -0.001 -0.019
H 4.390401 0.523752 -2.682204 0.021 -0.017 0.008
H 6.890397 -0.180615 -0.016479 0.007 -0.032 0.015
H 6.614810 0.736041 -1.498738 0.015 0.024 0.018
H 6.791095 -2.063680 -1.307267 0.017 0.000 0.016
H 4.937879 -0.958583 1.294430 0.005 0.002 -0.022
H 2.484147 -1.019880 1.527817 0.045 0.041 -0.087
```
Positions in Å, forces in eV/Å.

Calculated values
net charge	+2
DFT total energy	-3956.65810	a.u.
energy above the lowest of the compared OMol25 structures with the same formula, charge and spin	0.0000	eV
spin multiplicity	2
orbital gap (alpha / beta)	7.081 / 6.548	eV
E_HOMO (alpha / beta)	-0.4560 / -0.4558	hartree

---

Below is C18H36O16S as an isolated structure in a non-equilibrium geometry, with properties calculated with wB97M-V/def2-TZVPD.

Geometry as XYZ:
```
71
Properties=species:S:1:pos:R:3:forces:R:3
C -15.790060 -4.591330 -3.275760 1.145 -0.485 -0.354
C -16.374640 -3.765740 -2.152940 -0.758 -1.059 0.456
O -17.096020 -2.674770 -2.655300 0.852 1.704 -0.463
C -16.330860 -1.551370 -2.877480 -0.462 -2.705 0.961
O -15.168560 -1.436830 -2.660260 1.255 0.069 0.177
O -17.152810 -0.697250 -3.320970 -2.325 2.880 -0.717
C -16.700040 0.599060 -3.726410 0.084 -0.059 -0.662
H -14.848760 -4.268440 -3.720510 -0.066 0.915 0.142
H -16.492120 -4.676070 -4.105240 -0.198 -0.104 0.219
H -15.466270 -5.585400 -2.967410 -0.621 -0.239 0.357
H -15.740470 -3.441080 -1.328010 0.485 -0.160 -0.368
H -17.194700 -4.323810 -1.701120 0.225 -0.442 0.169
H -17.450890 1.370100 -3.553690 -0.296 -0.498 0.331
H -16.622870 0.481620 -4.807310 0.603 0.525 0.000
H -15.784370 0.908220 -3.222340 0.076 -0.342 -0.246
C -18.019620 11.063790 0.035100 -0.874 -1.162 -0.065
C -19.203220 10.378540 -0.799330 2.102 0.888 1.063
O -19.230890 8.947070 -0.698790 0.086 -1.054 0.024
C -20.004370 8.307800 0.178080 -1.131 -1.255 0.313
O -20.659650 8.778880 1.054040 -0.353 1.281 0.696
O -20.045630 6.967800 -0.045320 2.277 -0.022 -1.762
C -21.016740 6.114670 0.518070 -1.646 0.974 0.723
H -17.759130 12.028870 -0.399480 -0.301 0.049 0.089
H -17.101180 10.477300 0.059610 -0.093 -0.273 -0.464
H -18.288630 11.151040 1.087770 -0.223 0.317 -0.079
H -18.917400 10.532630 -1.839840 -0.660 0.097 -0.012
H -20.130410 10.853050 -0.478020 -0.138 -0.348 -0.367
H -21.972620 6.591030 0.300210 -0.291 -0.081 0.405
H -20.926150 5.979620 1.595870 0.223 0.317 0.025
H -21.110710 5.115920 0.091720 1.022 0.273 -0.591
C -21.372330 -2.484420 3.147250 -1.210 -0.359 -0.972
C -22.723640 -2.325250 3.847320 0.146 0.880 0.338
O -23.637690 -1.345600 3.211960 1.114 -0.151 -0.131
C -24.440650 -1.784140 2.214200 -0.434 -2.093 1.841
O -24.666580 -2.977280 2.038220 0.197 1.789 -0.711
O -25.050950 -0.736220 1.689710 0.802 1.365 -0.275
C -26.207810 -0.936890 0.874360 0.419 -2.235 0.243
H -20.793820 -3.197720 3.734290 0.051 -0.139 -0.306
H -20.776440 -1.585800 2.987600 -0.349 0.260 0.514
H -21.614620 -2.835970 2.144350 0.520 -0.529 -0.080
H -22.428320 -1.961370 4.831430 -0.863 0.671 0.089
H -23.286770 -3.239090 4.036750 0.275 -0.132 -0.548
H -26.923450 -1.337360 1.592400 -0.730 0.405 -0.526
H -25.949890 -1.761560 0.209900 -0.304 -0.017 -0.250
H -26.517870 -0.092490 0.258770 0.368 0.287 0.774
C -31.050880 11.998790 -6.793180 -0.636 -0.329 1.564
C -31.749720 11.168750 -5.680340 -0.952 -0.704 -1.724
O -31.028450 11.178690 -4.469010 1.238 -0.642 1.498
C -29.992800 10.325740 -4.307000 3.195 -0.661 -1.698
O -29.586530 9.451120 -5.089470 -1.792 2.013 1.882
O -29.217670 10.722000 -3.225160 -2.854 1.541 -0.725
C -27.916070 10.291840 -3.080190 1.493 -2.934 0.387
H -31.401760 11.742170 -7.792740 0.237 -0.297 0.138
H -30.008370 11.751420 -6.592970 0.201 0.412 -0.809
H -31.275170 13.054280 -6.639150 0.403 0.048 0.048
H -31.905170 10.150530 -6.036950 0.450 -0.214 0.095
H -32.767890 11.482950 -5.450790 0.226 0.488 0.216
H -27.254550 10.338690 -3.945230 -0.430 0.420 -0.257
H -27.943760 9.242290 -2.787320 -0.045 -0.573 -0.550
H -27.365540 10.614480 -2.196500 -0.733 1.431 -0.064
C -10.427140 14.879100 5.261740 -0.937 -0.340 1.655
C -11.782940 14.873430 4.535150 0.419 -1.569 -0.289
O -11.547930 15.717730 3.471110 -0.170 3.200 -2.332
S -10.808710 17.037850 3.987400 2.366 0.915 -1.110
O -11.712270 17.798260 4.825330 1.262 -0.875 -1.080
O -9.975990 17.685910 2.928030 -2.851 -2.121 3.200
O -9.807060 16.097020 4.911120 0.219 1.339 -0.739
H -9.854200 13.971900 5.069810 0.460 0.477 -0.655
H -10.545650 14.899470 6.345090 -0.246 -0.033 0.057
H -12.653200 15.179940 5.115490 0.096 -0.193 0.056
H -11.894750 13.993020 3.902320 -0.619 -0.801 1.238
```
Positions in Å, forces in eV/Å.

Calculated values
DFT total energy	-2309.37034	a.u.
energy above the lowest of the compared OMol25 structures with the same formula, charge and spin	2.4669	eV
spin multiplicity	1
orbital gap	11.320	eV
E_HOMO	-0.3941	hartree

---

Below is one molecule with the formula C5H7FS2 in a non-equilibrium geometry, with properties calculated with wB97M-V/def2-TZVPD.

Geometry as XYZ:
```
15
Properties=species:S:1:pos:R:3:forces:R:3
C 1.363453 -0.718426 -0.588484 0.175 2.545 -1.202
C 0.302350 0.202036 0.072195 -0.843 -0.987 -0.301
C -0.016674 1.428398 -0.800300 0.702 -0.529 -1.620
F 1.131881 2.302963 -0.850517 -1.544 -0.957 0.306
C -1.011190 -0.656990 0.264640 1.394 1.939 -0.114
S -1.815325 -1.139974 -1.070968 -0.105 -0.222 1.185
C -1.426867 -0.800716 1.689219 0.093 -0.173 1.434
S -0.655394 -0.239430 3.054766 -0.801 -0.571 -1.883
H 2.224115 -0.053200 -0.808923 -0.268 -0.445 0.070
H 1.008233 -1.082531 -1.565552 -0.014 -0.050 0.485
H 1.727549 -1.495843 0.019816 0.120 -1.057 0.855
H 0.632271 0.583159 1.039870 0.061 -0.279 -0.060
H -0.925177 1.966175 -0.491973 0.602 0.146 0.235
H -0.196840 1.069543 -1.859394 0.285 0.544 1.069
H -2.342386 -1.365164 1.895604 0.143 0.097 -0.459
```
Positions in Å, forces in eV/Å.

Calculated values
DFT total energy	-1090.89350	a.u.
energy above the lowest of the compared OMol25 structures with the same formula, charge and spin	1.2378	eV
spin multiplicity	1
orbital gap	6.910	eV
E_HOMO	-0.3403	hartree

---

> Look up the spin multiplicity of the second one.

1

---

> spin multiplicity of number 2 (C18H36O16S)?

1

---

> The highest spin multiplicity belongs to which entry?

C65H51N5O4ReS2